1.
{
  "formula": "C4H9F2OP",
  "method": "ωB97M-V/def2-TZVPD",
  "de_lowest_kcal_mol": 142.8,
  "lumo_ev": 0.58,
  "total_charge": 0,
  "e_homo_ha": -0.31075,
  "symbols": ["C", "C", "C", "C", "O", "F", "F", "P", "H", "H", "H", "H", "H", "H", "H", "H", "H"],
  "positions_angstrom": [[0.15, -1.17, -1.22], [-0.49, -1.31, 1.32], [0.36, -0.63, 0.24], [-0.65, 1.26, 0.24], [1.60, -0.44, 0.69], [-0.40, 1.80, 1.46], [-1.99, 0.93, 0.21], [-0.17, 2.23, -1.22], [-0.84, -1.31, -1.28], [0.60, -0.49, -1.99], [0.65, -2.17, -1.30], [-1.19, -0.50, 1.62], [0.21, -1.61, 2.07], [-0.95, -2.21, 0.91], [2.32, -0.14, 0.00], [-0.33, 3.57, -0.76], [1.10, 2.19, -0.98]],
  "lowdin_charge": [-0.038, -0.012, -0.467, -0.679, -0.010, -0.002, -0.038, 0.879, 0.029, 0.074, 0.097, 0.077, 0.075, 0.085, 0.179, -0.088, -0.160]
}

=====

2.
{
  "formula": "C27H29BiCl5N6SSi",
  "method": "ωB97M-V/def2-TZVPD",
  "de_lowest_kcal_mol": 37.5,
  "lumo_ev": -3.39,
  "total_charge": 1,
  "e_homo_ha": -0.40648,
  "symbols": ["Bi", "S", "C", "N", "C", "C", "N", "H", "H", "H", "H", "H", "H", "C", "C", "C", "C", "C", "C", "Si", "C", "C", "C", "C", "C", "C", "H", "H", "H", "H", "H", "H", "H", "H", "H", "H", "H", "C", "N", "C", "N", "C", "N", "C", "N", "C", "C", "H", "H", "H", "H", "H", "H", "H", "H", "H", "H", "H", "H", "Cl", "C", "C", "C", "Cl", "C", "Cl", "C", "Cl", "C", "Cl"],
  "positions_angstrom": [[9.67, 11.41, 11.20], [9.27, 11.01, 13.81], [10.52, 11.88, 14.70], [11.10, 13.10, 14.52], [11.88, 13.60, 15.61], [11.89, 12.33, 16.52], [11.02, 11.36, 15.84], [10.72, 13.76, 13.81], [11.44, 14.49, 16.04], [12.94, 13.74, 15.28], [11.56, 12.55, 17.56], [12.89, 11.84, 16.68], [10.83, 10.50, 16.33], [7.24, 5.58, 12.80], [8.25, 6.39, 13.28], [8.71, 7.46, 12.60], [8.20, 7.76, 11.28], [7.27, 6.83, 10.76], [6.84, 5.70, 11.50], [8.81, 9.11, 10.12], [10.12, 8.26, 9.03], [11.39, 7.79, 9.47], [12.36, 7.50, 8.51], [12.05, 7.53, 7.19], [10.73, 7.73, 6.81], [9.75, 8.10, 7.70], [6.74, 4.84, 13.41], [8.68, 6.24, 14.34], [9.52, 8.02, 12.99], [6.74, 7.12, 9.81], [6.06, 5.07, 10.97], [7.63, 9.44, 9.22], [11.64, 7.66, 10.53], [13.35, 7.30, 8.89], [12.76, 7.42, 6.36], [10.51, 7.76, 5.71], [8.76, 8.31, 7.35], [6.28, 12.82, 9.48], [7.30, 12.95, 10.56], [6.64, 13.02, 11.83], [5.70, 14.21, 11.89], [4.71, 13.95, 10.83], [5.30, 13.89, 9.50], [5.99, 15.16, 9.27], [7.03, 15.43, 10.29], [7.93, 14.27, 10.34], [6.41, 15.46, 11.63], [5.80, 11.80, 9.65], [6.77, 12.77, 8.51], [7.41, 13.22, 12.60], [6.09, 12.06, 12.00], [3.91, 14.69, 10.84], [4.22, 12.93, 11.01], [5.28, 16.00, 9.20], [6.53, 15.11, 8.28], [8.69, 14.43, 11.13], [8.45, 14.29, 9.39], [5.70, 16.28, 11.70], [7.22, 15.74, 12.30], [12.12, 8.89, 13.12], [12.67, 9.85, 11.76], [11.88, 10.63, 10.96], [12.31, 11.10, 9.69], [11.33, 12.04, 8.60], [13.63, 10.80, 9.26], [14.20, 11.19, 7.71], [14.46, 9.98, 10.07], [15.85, 9.26, 9.40], [14.01, 9.62, 11.34], [15.13, 8.98, 12.51]],
  "lowdin_charge": [1.247, 0.517, -0.709, 0.021, -0.121, -0.110, 0.034, 0.161, 0.123, 0.140, 0.127, 0.135, 0.158, -0.104, -0.110, -0.139, -0.324, -0.108, -0.085, 0.577, -0.323, -0.081, -0.085, -0.088, -0.089, -0.126, 0.112, 0.141, 0.015, 0.106, 0.133, -0.010, 0.093, 0.103, 0.121, 0.126, 0.090, -0.180, -0.228, -0.220, -0.071, -0.179, -0.094, -0.167, -0.082, -0.240, -0.174, 0.143, 0.125, 0.095, 0.140, 0.124, 0.149, 0.136, 0.142, 0.100, 0.116, 0.125, 0.120, 0.675, -0.714, -0.443, -0.730, 0.656, -0.722, 0.729, -0.724, 0.729, -0.691, 0.685]
}

=====

3.
{
  "formula": "C32H29BrF10N5O3PtS2",
  "method": "ωB97M-V/def2-TZVPD",
  "lumo_ev": [-6.01, -6.01],
  "total_charge": 1,
  "e_homo_ha": [-0.35545, -0.35544],
  "symbols": ["Pt", "C", "N", "C", "C", "N", "C", "C", "F", "C", "F", "C", "F", "C", "F", "C", "F", "C", "C", "N", "C", "C", "F", "C", "F", "C", "F", "C", "F", "C", "F", "H", "H", "H", "H", "H", "H", "H", "H", "H", "H", "H", "C", "C", "S", "O", "C", "C", "H", "H", "H", "H", "H", "H", "H", "H", "H", "H", "S", "C", "N", "C", "C", "C", "N", "H", "H", "H", "H", "Br", "C", "C", "C", "C", "C", "C", "C", "O", "O", "H", "H", "H", "H"],
  "positions_angstrom": [[0.45, -0.29, 0.59], [0.39, -0.35, 3.60], [0.64, -1.25, 2.45], [2.03, -1.80, 2.57], [2.66, -2.04, 1.21], [2.37, -0.87, 0.41], [3.18, -0.59, -0.67], [3.37, 0.74, -1.07], [2.74, 1.71, -0.40], [4.17, 1.09, -2.13], [4.31, 2.37, -2.47], [4.85, 0.12, -2.85], [5.63, 0.45, -3.87], [4.69, -1.21, -2.49], [5.30, -2.16, -3.18], [3.86, -1.54, -1.43], [3.67, -2.85, -1.19], [-0.40, -2.30, 2.50], [-0.31, -3.39, 1.44], [-0.01, -2.87, 0.12], [-0.44, -3.20, -0.97], [0.00, -2.52, -2.30], [1.18, -1.94, -2.28], [0.10, -3.65, -3.31], [1.05, -3.56, -4.17], [-0.60, -4.83, -3.24], [-0.34, -5.83, -4.05], [-1.59, -4.93, -2.26], [-2.22, -6.03, -2.07], [-1.85, -3.76, -1.46], [-2.71, -4.00, -0.45], [-0.64, 0.01, 3.55], [1.06, 0.50, 3.53], [0.54, -0.89, 4.53], [2.01, -2.71, 3.19], [2.61, -1.05, 3.10], [2.30, -2.98, 0.77], [3.74, -2.15, 1.34], [-1.36, -1.78, 2.41], [-0.37, -2.80, 3.47], [-1.25, -3.95, 1.45], [0.50, -4.08, 1.67], [-3.84, 5.45, -1.57], [-2.74, 5.17, -0.56], [-1.77, 3.71, -0.93], [-2.82, 2.66, -1.26], [-1.02, 4.22, -2.52], [-1.59, 3.45, -3.70], [-4.46, 6.27, -1.21], [-4.47, 4.57, -1.69], [-3.44, 5.74, -2.54], [-3.14, 4.98, 0.43], [-2.01, 5.99, -0.48], [0.04, 4.03, -2.40], [-1.17, 5.29, -2.63], [-1.36, 2.39, -3.62], [-1.15, 3.83, -4.62], [-2.67, 3.55, -3.76], [0.21, 0.64, -1.57], [-1.17, -0.35, -1.87], [-2.36, 0.14, -1.60], [-3.53, -0.59, -1.63], [-3.55, -1.87, -1.98], [-2.30, -2.51, -2.42], [-1.14, -1.61, -2.46], [-2.42, 1.17, -1.33], [-4.41, -0.03, -1.35], [-4.46, -2.44, -1.99], [-2.41, -2.94, -3.42], [-6.35, 2.35, 1.99], [-4.58, 2.88, 2.36], [-4.35, 4.05, 3.08], [-3.04, 4.44, 3.33], [-1.98, 3.68, 2.87], [-2.22, 2.50, 2.16], [-3.53, 2.10, 1.91], [-1.06, 1.69, 1.67], [-1.37, 0.54, 1.11], [0.08, 2.08, 1.80], [-5.18, 4.64, 3.43], [-2.85, 5.35, 3.88], [-0.95, 3.97, 3.04], [-3.71, 1.19, 1.36]],
  "lowdin_charge": [1.046, -0.052, -0.321, -0.144, -0.237, -0.169, -0.223, -0.210, 0.073, -0.143, 0.131, -0.143, 0.132, -0.145, 0.126, -0.160, 0.081, -0.173, -0.123, 0.153, -0.091, -0.336, 0.143, -0.028, 0.255, -0.120, 0.189, -0.083, 0.259, -0.231, 0.132, 0.091, 0.099, 0.108, 0.134, 0.128, 0.088, 0.137, 0.122, 0.139, 0.126, 0.133, -0.114, -0.375, 0.970, -0.532, -0.366, -0.126, 0.084, 0.075, 0.071, 0.070, 0.100, 0.081, 0.083, 0.049, 0.085, 0.073, 0.794, -0.611, 0.067, -0.022, 0.003, -0.113, 0.088, 0.055, 0.147, 0.130, 0.165, 0.745, -0.679, -0.121, -0.065, -0.017, -0.160, -0.083, -0.657, -0.238, 0.013, 0.105, 0.112, 0.124, 0.101]
}

=====

4.
{
  "formula": "H3N3",
  "method": "ωB97M-V/def2-TZVPD",
  "de_lowest_kcal_mol": 182.6,
  "lumo_ev": [0.06, -0.02],
  "total_charge": 0,
  "e_homo_ha": [-0.33517, -0.33145],
  "symbols": ["N", "N", "N", "H", "H", "H"],
  "positions_angstrom": [[-0.67, 0.56, 0.21], [-0.31, -0.81, -0.03], [0.38, 0.19, -0.58], [-1.44, 0.74, -0.34], [0.12, -1.39, 0.68], [1.92, 0.72, 0.05]],
  "lowdin_charge": [-0.058, -0.097, -0.158, 0.059, 0.104, 0.149]
}

=====

5.
{
  "formula": "C5H10O2",
  "method": "ωB97M-V/def2-TZVPD",
  "de_lowest_kcal_mol": 59.8,
  "lumo_ev": 0.95,
  "total_charge": 0,
  "e_homo_ha": -0.35663,
  "symbols": ["O", "C", "C", "C", "C", "C", "O", "H", "H", "H", "H", "H", "H", "H", "H", "H", "H"],
  "positions_angstrom": [[-1.10, 2.77, -0.54], [-0.92, 1.72, 0.37], [0.16, 0.71, -0.06], [0.25, -0.40, 1.01], [0.98, -1.51, 0.27], [0.31, -1.50, -1.05], [-0.12, 0.05, -1.29], [-1.16, 2.34, -1.41], [-1.86, 1.18, 0.56], [-0.62, 2.18, 1.33], [1.12, 1.27, -0.12], [-0.79, -0.70, 1.18], [0.71, -0.08, 1.95], [0.70, -2.59, 0.36], [2.07, -1.40, 0.29], [-0.69, -1.92, -0.99], [0.93, -2.11, -1.77]],
  "lowdin_charge": [-0.052, -0.235, -0.360, -0.139, -0.212, -0.104, -0.125, 0.086, 0.124, 0.131, 0.152, 0.120, 0.122, 0.129, 0.123, 0.109, 0.130]
}

=====

6.
{
  "formula": "C20H31N5PbS2",
  "method": "ωB97M-V/def2-TZVPD",
  "de_lowest_kcal_mol": 0.0,
  "lumo_ev": 0.41,
  "total_charge": 0,
  "e_homo_ha": -0.25854,
  "symbols": ["Pb", "C", "N", "C", "C", "N", "C", "C", "C", "C", "C", "C", "C", "S", "C", "C", "C", "C", "C", "C", "S", "H", "H", "H", "H", "H", "H", "H", "H", "H", "H", "H", "H", "H", "H", "H", "H", "H", "H", "N", "C", "C", "N", "C", "C", "N", "H", "H", "H", "H", "H", "H", "H", "H", "H", "H", "H", "H", "H"],
  "positions_angstrom": [[-0.48, -1.08, 0.38], [0.38, 1.75, 2.13], [0.81, 1.37, 0.79], [2.24, 1.09, 0.68], [2.71, -0.03, 1.59], [2.20, -1.35, 1.17], [2.03, -2.24, 2.32], [2.95, -2.02, 0.13], [4.33, -1.84, 0.01], [5.06, -2.52, -0.95], [4.42, -3.42, -1.78], [3.06, -3.63, -1.65], [2.30, -2.95, -0.70], [0.59, -3.34, -0.59], [0.39, 2.27, -0.25], [0.27, 3.63, -0.03], [-0.12, 4.50, -1.04], [-0.37, 3.98, -2.31], [-0.25, 2.63, -2.54], [0.13, 1.74, -1.53], [0.30, 0.02, -1.90], [1.05, 2.48, 2.60], [0.34, 0.87, 2.77], [-0.62, 2.18, 2.08], [2.82, 2.00, 0.91], [2.45, 0.81, -0.36], [2.38, 0.14, 2.61], [3.80, 0.00, 1.62], [1.33, -1.79, 3.04], [2.98, -2.43, 2.83], [1.61, -3.19, 1.98], [4.85, -1.16, 0.66], [6.13, -2.35, -1.03], [4.98, -3.96, -2.54], [2.55, -4.33, -2.30], [0.48, 4.03, 0.96], [-0.21, 5.56, -0.85], [-0.67, 4.64, -3.11], [-0.45, 2.22, -3.53], [-2.30, -2.15, -1.27], [-3.57, -1.46, -1.54], [-3.35, 0.04, -1.68], [-2.79, 0.69, -0.49], [-3.76, 1.26, 0.43], [-4.25, 0.30, 1.51], [-3.17, -0.09, 2.41], [-1.70, -2.15, -2.09], [-2.44, -3.12, -1.01], [-4.26, -1.69, -0.73], [-4.03, -1.81, -2.47], [-4.30, 0.51, -1.98], [-2.64, 0.19, -2.49], [-2.15, 1.41, -0.80], [-4.64, 1.66, -0.10], [-3.29, 2.11, 0.93], [-4.65, -0.60, 1.05], [-5.10, 0.79, 2.02], [-3.46, -0.84, 3.02], [-2.90, 0.69, 3.00]],
  "lowdin_charge": [0.935, -0.107, -0.264, -0.170, -0.187, -0.239, -0.107, -0.275, -0.034, -0.096, -0.098, -0.127, -0.624, 0.454, -0.305, -0.035, -0.093, -0.097, -0.126, -0.633, 0.545, 0.094, 0.065, 0.085, 0.135, 0.105, 0.110, 0.104, 0.075, 0.098, 0.058, 0.096, 0.097, 0.100, 0.093, 0.106, 0.098, 0.100, 0.097, -0.102, -0.248, -0.229, -0.097, -0.224, -0.278, -0.018, 0.038, 0.070, 0.097, 0.114, 0.116, 0.098, 0.068, 0.112, 0.116, 0.094, 0.107, 0.067, 0.064]
}

=====

7.
{
  "formula": "C4H9NO",
  "method": "ωB97M-V/def2-TZVPD",
  "de_lowest_kcal_mol": 49.1,
  "lumo_ev": 1.11,
  "total_charge": 0,
  "e_homo_ha": -0.35008,
  "symbols": ["C", "N", "C", "O", "H", "H", "H", "H", "H", "C", "C", "H", "H", "H", "H"],
  "positions_angstrom": [[1.13, 1.12, 1.80], [0.30, 0.31, 0.94], [-0.61, -0.39, 1.46], [-1.43, -1.16, 0.74], [1.04, 2.17, 1.50], [2.18, 0.84, 1.66], [0.88, 1.04, 2.87], [-0.83, -0.47, 2.53], [-1.18, -1.03, -0.20], [-0.71, -0.77, -2.44], [0.40, -0.25, -1.92], [-1.53, -0.14, -2.77], [-0.84, -1.84, -2.55], [0.53, 0.82, -1.78], [1.22, -0.87, -1.56]],
  "lowdin_charge": [-0.142, -0.022, -0.300, 0.030, 0.073, 0.073, 0.071, 0.135, 0.057, -0.100, -0.098, 0.055, 0.056, 0.054, 0.059]
}

=====

Max |F| values (in eV Å⁻¹) by entry order: 4.785; 3.432; 0.732; 5.259; 2.788; 0.162; 0.521.
E values (in Ha) by entry order: -774.0232; -4577.7669; -6224.2703; -165.8127; -346.9301; -2043.7541; -287.7543.